(1)
# C6H7F4N2O

A gas-phase ion, C6H7F4N2O (charge +1) (ωB97M-V/def2-TZVPD, the OMol25 dataset).

Properties
multiplicity: 3
M: 199.13 g/mol
expectation value of S²: 2.02
charge: +1
gap between HOMO and LUMO (alpha / beta): 6.585 / 7.432 eV
E_tot: -22220.1480 eV
LUMO level (alpha / beta): -4.770 / -8.213 eV

Last column: Löwdin charge in e.
Cartesian coordinates (Å):
C (-0.55462, 1.96365, 1.39231)  -0.063
C (-1.30331, 1.05400, -0.54137)  -0.217
C (-1.09106, -0.32529, -0.68778)  0.153
C (0.83446, 0.23606, 0.51495)  -0.271
C (2.43111, -0.88409, -0.85139)  0.012
C (-1.89819, -1.46371, 0.00811)  -0.635
N (-1.46369, 1.85526, 0.49745)  0.235
N (0.62160, 1.27388, 1.35503)  0.109
O (1.83538, 0.32258, -0.33413)  0.005
F (-1.18208, 1.73632, -1.71634)  0.156
F (-1.41269, -2.58329, -0.55902)  0.144
F (-1.77165, -1.65126, 1.30730)  0.190
F (-3.14880, -1.30715, -0.34682)  0.215
H (-0.58329, 2.81636, 2.08927)  0.169
H (-0.97869, -0.63915, -1.76891)  0.186
H (0.51874, -0.67359, 0.99312)  0.156
H (2.24067, -0.86780, -1.89928)  0.099
H (2.03659, -1.79437, -0.49245)  0.089
H (3.48192, -0.90145, -0.62915)  0.107
H (1.38760, 1.83300, 1.66911)  0.162

***

(2)
# C4H8Cl4Si

A single C4H8Cl4Si molecule (ωB97M-V/def2-TZVPD, the OMol25 dataset).

Properties
multiplicity: 1
M: 226.01 g/mol
gap between HOMO and LUMO: 10.215 eV
SMILES: CC[C@](C)(Cl)[Si](Cl)(Cl)Cl
E_tot: -62248.8081 eV
relative energy (zero: lowest compared OMol25 entry of this formula, charge and spin): 1.375 eV
LUMO level: 0.444 eV

Last column: Löwdin charge in e.
Cartesian coordinates (Å):
C (1.88650, 0.50094, 1.00494)  -0.132
C (0.43094, -0.00731, 1.02618)  -0.325
C (-0.28048, 0.19525, -0.26843)  -0.916
C (0.30294, -0.54414, -1.53336)  -0.139
Cl (-0.31917, 1.96857, -0.66644)  0.574
Si (-2.33140, -0.26768, -0.03056)  -0.701
Cl (-2.93535, 0.66161, 1.65380)  0.358
Cl (-3.38447, 0.50449, -1.67430)  0.254
Cl (-2.44357, -2.19188, -0.09092)  0.435
H (2.09694, 1.44830, 0.44814)  0.069
H (2.53591, -0.14455, 0.59487)  0.017
H (2.38437, 0.67375, 1.98231)  0.088
H (0.80116, -1.08596, 0.98003)  0.133
H (-0.14107, 0.36658, 1.85628)  0.072
H (-0.45277, -0.57187, -2.31182)  0.055
H (0.58711, -1.51414, -1.15537)  0.061
H (1.26243, 0.00804, -1.81535)  0.098

***

(3)
# C10H10N2O4RuS

A molecular structure, C10H10N2O4RuS (ωB97M-V/def2-TZVPD, the OMol25 dataset).

Properties
multiplicity: 6
M: 355.34 g/mol
expectation value of S²: 8.77
charge: +3
gap between HOMO and LUMO (alpha / beta): 5.103 / 5.217 eV
E_tot: -35082.1973 eV
LUMO level (alpha / beta): -11.160 / -15.728 eV

Last column: Löwdin charge in e.
Cartesian coordinates (Å):
Ru (0.25536, 1.29011, -0.79809)  0.669
C (0.40239, 1.86737, 0.98002)  -0.233
O (0.53140, 2.24336, 2.06983)  0.198
C (0.16205, 3.04995, -1.52785)  -0.195
O (0.14708, 4.13633, -1.91929)  0.229
C (-1.67826, 1.01679, -0.98427)  -0.252
O (-2.82047, 0.89220, -1.04544)  0.171
C (2.18688, 1.21575, -1.18586)  -0.196
O (3.32540, 1.22942, -1.37404)  0.199
C (0.15258, -0.12955, -4.06516)  0.190
H (1.08587, -0.70541, -3.99902)  0.133
H (-0.77917, -0.70300, -3.96183)  0.132
C (0.14929, 1.17359, -4.34883)  0.188
H (-0.78587, 1.73064, -4.50255)  0.137
H (1.08168, 1.72719, -4.52751)  0.137
C (1.59066, -1.57984, 2.55119)  0.021
N (0.13419, -1.54727, 2.49741)  -0.081
C (-0.77109, -1.92546, 3.48979)  0.154
C (-2.01594, -1.70704, 2.99299)  0.129
N (-1.86684, -1.19757, 1.71052)  0.148
C (-0.53886, -1.15595, 1.39072)  -0.633
S (0.23534, -1.05929, -0.13060)  0.870
H (1.99711, -2.20866, 1.74700)  0.109
H (2.00761, -0.56913, 2.42417)  0.114
H (1.87932, -1.98432, 3.52050)  0.125
H (-0.43559, -2.34788, 4.42832)  0.183
H (-2.98648, -1.89670, 3.41669)  0.177
H (-2.64565, -0.85563, 1.15117)  0.179

***

(4)
# C3H9N3O2

A single C3H9N3O2 molecule (ωB97M-V/def2-TZVPD, the OMol25 dataset).

Properties
multiplicity: 1
M: 119.12 g/mol
gap between HOMO and LUMO: 9.038 eV
E_tot: -11821.7737 eV
relative energy (zero: lowest compared OMol25 entry of this formula, charge and spin): 2.286 eV
LUMO level: 0.628 eV

Last column: Löwdin charge in e.
Cartesian coordinates (Å):
C (0.61711, -0.80611, 2.07856)  -0.019
C (-0.00266, -0.08727, 0.89057)  -0.755
O (-0.12161, 1.37685, 1.25182)  -0.072
O (-1.12879, -0.56462, 0.41057)  -0.132
H (-0.98992, 1.43022, 1.67028)  0.081
H (-0.08552, -0.76960, 2.91207)  0.081
H (0.79533, -1.84828, 1.81361)  0.078
H (1.55432, -0.33976, 2.38717)  0.076
C (-0.01471, 0.07832, -1.32405)  -0.453
N (-0.44906, 1.30200, -1.65787)  0.203
N (-0.15877, -0.95401, -2.16410)  0.199
N (0.93689, -0.05008, -0.29079)  0.116
H (0.15016, -1.83112, -1.77253)  0.124
H (-0.99217, -1.00559, -2.73103)  0.120
H (-0.49849, 1.92582, -0.85672)  0.111
H (-1.18271, 1.39813, -2.34455)  0.120
H (1.57060, 0.74509, -0.27301)  0.123

***

(5)
# C25H41ErN3P2

A molecular structure, C25H41ErN3P2 (ωB97M-V/def2-TZVPD, the OMol25 dataset).

Properties
multiplicity: 4
M: 612.83 g/mol
expectation value of S²: 3.75
charge: +1
gap between HOMO and LUMO (alpha / beta): 6.479 / 6.527 eV
E_tot: -77248.8700 eV
LUMO level (alpha / beta): -2.772 / -2.744 eV

Last column: Löwdin charge in e.
Cartesian coordinates (Å):
Er (0.02571, -0.14264, 0.45888)  1.233
C (2.36905, 0.78740, -1.29944)  -0.271
C (1.14471, 1.53889, -1.27399)  -0.351
C (2.41336, 2.08045, 0.59490)  -0.249
C (3.10771, 1.08486, -0.12864)  -0.241
C (1.19339, 2.36257, -0.09204)  -0.315
C (2.91308, 0.02955, -2.44913)  -0.057
H (2.31356, 0.18426, -3.35739)  0.071
H (2.96372, -1.05304, -2.24364)  0.068
H (3.94489, 0.35295, -2.68053)  0.099
C (4.46384, 0.57130, 0.17804)  -0.034
H (4.58983, -0.44516, -0.21161)  0.077
H (4.64859, 0.54405, 1.25745)  0.061
H (5.25328, 1.18986, -0.27639)  0.097
C (2.95611, 2.85572, 1.73624)  -0.029
H (3.48577, 3.76245, 1.39752)  0.099
H (3.67439, 2.26106, 2.31515)  0.065
H (2.15333, 3.17543, 2.41380)  0.080
C (0.32892, 3.54039, 0.17000)  -0.115
H (0.82268, 4.47078, -0.16932)  0.099
H (0.10023, 3.65039, 1.24187)  0.033
H (-0.62899, 3.47217, -0.36336)  0.039
C (0.19904, 1.70421, -2.41139)  -0.075
H (0.58640, 2.40321, -3.17081)  0.099
H (-0.76854, 2.10314, -2.08376)  0.057
H (0.00939, 0.75146, -2.92830)  0.059
C (-0.69175, -2.54707, 0.37072)  -0.370
C (-1.38086, -3.14277, -0.90082)  -0.316
C (-2.57276, -2.51527, -1.63014)  -0.178
C (-3.14387, -1.19349, -1.12618)  -0.145
C (-2.04990, -0.11397, -0.78808)  -0.227
C (-2.23629, 0.43405, 0.67180)  -0.403
C (-1.94010, -0.52428, 1.84337)  -0.314
C (-1.72228, -1.99645, 1.48706)  -0.122
H (-3.38402, -3.25835, -1.56573)  0.127
H (-3.79954, -1.34933, -0.26081)  0.116
H (-2.35265, -2.44970, -2.70865)  0.101
H (-2.70283, -2.42448, 1.23944)  0.128
H (-0.32410, -3.41747, 0.94855)  0.137
H (-1.58192, -4.21911, -0.74071)  0.129
H (-1.42458, -2.52278, 2.40967)  0.134
H (-1.10605, -0.15990, 2.49639)  0.074
H (-3.30682, 0.68082, 0.72393)  0.089
H (-2.81147, -0.48944, 2.50597)  0.119
H (-3.77939, -0.78072, -1.92620)  0.130
H (-2.19765, 0.73879, -1.46980)  0.114
P (0.21384, -3.16530, -1.82653)  0.947
C (1.04774, -4.72473, -1.78888)  -0.156
C (0.25147, -2.25605, -3.35027)  -0.158
P (-2.32932, 2.45588, 1.57184)  1.001
C (0.60056, -2.11718, -0.40237)  -0.387
C (-3.68016, 3.38831, 0.76657)  -0.288
C (-3.08549, 2.11175, 3.19622)  -0.287
H (1.76365, -4.75627, -0.94916)  0.082
H (1.59319, -4.84343, -2.74009)  0.072
H (0.31078, -5.53625, -1.68498)  0.073
H (-0.69131, -1.71138, -3.51903)  0.059
H (0.40227, -2.96647, -4.18405)  0.077
H (1.08533, -1.53545, -3.37067)  0.041
H (-3.51183, 1.10152, 3.27040)  0.036
H (-3.85901, 2.86065, 3.43538)  0.057
H (-2.26819, 2.19232, 3.93099)  0.050
H (1.55269, -2.31900, 0.11470)  0.081
H (-1.08601, -0.59488, -1.17674)  0.069
H (-3.35806, 4.44178, 0.72706)  0.055
H (-4.61984, 3.31194, 1.33395)  0.045
H (-3.79651, 3.03468, -0.26504)  0.041
N (0.99932, -0.21336, 2.43427)  0.018
C (1.67315, -0.14976, 3.40962)  -0.288
N (2.41565, -0.09406, 4.43848)  0.090
C (3.72774, 0.00892, 4.27233)  -0.373
N (4.89373, 0.09100, 4.15213)  0.117